(1)
A cluster of 2 separate species, C11H18NO in total at a distorted geometry, computed with the ωB97M-V functional and the def2-TZVPD basis.

## Properties
2S+1 ... 1
Charge ... +1
DFT total energy ... -15228.9008 eV
Orbital gap ... 8.9 eV
ΔE to the lowest compared entry with this formula, charge and spin ... 0.863 eV
LUMO level ... -4.4078 eV

Last column: natural (NBO) charge in e.
Atoms and positions in Å:
O1 1.576 0.816 -1.821  -0.457
N1 1.022 0.323 0.650  -0.764
C1 0.720 -0.121 -1.485  0.474
C2 -3.336 0.769 -1.933  -0.134
C3 0.283 -1.548 3.877  -0.606
C4 -2.904 -0.563 -1.916  -0.206
C5 -0.642 0.247 -1.685  -0.216
C6 1.055 -0.559 3.052  -0.413
C7 2.960 0.480 -1.930  -0.271
C8 -1.074 1.589 -1.787  -0.150
C9 -2.437 1.829 -1.907  -0.191
C10 -1.550 -0.837 -1.796  -0.131
C11 0.288 -0.256 1.764  -0.231
H1 -3.639 -1.360 -1.957  0.242
H2 0.794 -1.831 4.805  0.233
H3 -2.754 2.865 -1.926  0.239
H4 -0.311 2.349 -1.713  0.234
H5 -0.043 -1.221 1.317  0.181
H6 -0.671 0.261 2.025  0.215
H7 3.502 1.435 -1.941  0.229
H8 -4.396 1.006 -1.962  0.239
H9 -0.705 -1.159 4.153  0.212
H10 3.292 -0.145 -1.083  0.193
H11 2.044 -0.961 2.830  0.201
H12 2.013 0.488 0.868  0.392
H13 0.106 -2.474 3.317  0.207
H14 1.211 0.364 3.619  0.213
H15 0.599 1.282 0.398  0.391
H16 3.125 -0.055 -2.874  0.216
H17 1.037 -1.158 -1.246  0.230
H18 -1.163 -1.854 -1.716  0.228

(2)
A cluster of 3 separate species, C20H41BNO4S in total at a distorted geometry, computed with the ωB97M-V functional and the def2-TZVPD basis.

## Properties
2S+1 ... 1
Charge ... +1
DFT total energy ... -42590.3683 eV
Orbital gap ... 7.0 eV
LUMO level ... -4.4708 eV

Last column: natural (NBO) charge in e.
Atoms and positions in Å:
S1 -0.580 -1.421 4.796  0.035
O1 -2.838 0.305 2.418  -0.878
O2 3.833 -2.349 -3.211  -0.543
O3 -1.450 -1.069 0.972  -0.730
O4 -6.069 1.248 0.153  -0.554
N1 1.335 0.548 4.642  -0.452
C1 1.681 -1.795 -4.265  -0.642
C2 -0.302 0.504 2.762  -0.352
C3 3.065 -2.464 1.054  -0.612
C4 2.019 1.616 4.077  0.041
C5 -5.801 2.246 -0.822  -0.061
C6 2.307 3.368 2.084  -0.432
C7 -6.337 3.618 -0.452  -0.646
C8 1.579 2.188 2.825  0.021
C9 3.400 0.065 0.660  -0.416
C10 -8.239 0.532 -0.761  -0.645
C11 -0.873 -0.514 -0.234  -0.262
C12 2.979 -1.020 1.724  -0.404
C13 0.237 0.000 4.017  0.131
C14 -7.438 0.999 0.443  -0.065
C15 0.386 1.641 2.130  -0.093
C16 4.335 -4.244 -4.697  -0.645
C17 3.089 2.704 0.856  -0.385
C18 3.937 1.419 1.275  -0.426
C19 3.179 -1.551 -4.184  -0.064
C20 3.744 -3.757 -3.385  -0.064
B1 -1.586 -0.125 2.006  1.182
H1 0.038 2.084 1.168  0.247
H2 3.351 -0.512 -3.896  0.182
H3 3.804 -3.839 -5.560  0.204
H4 2.964 3.970 2.756  0.235
H5 -7.796 -0.370 -1.188  0.213
H6 1.694 0.184 5.531  0.461
H7 0.079 -1.073 -0.472  0.198
H8 -7.896 1.882 0.899  0.164
H9 2.784 -3.276 1.786  0.209
H10 -4.714 2.304 -0.911  0.172
H11 1.213 -1.626 -3.292  0.196
H12 4.301 -4.206 -2.560  0.187
H13 -1.590 -0.718 -1.076  0.215
H14 -0.654 0.582 -0.185  0.161
H15 1.226 -1.122 -4.994  0.219
H16 1.450 -2.818 -4.566  0.210
H17 -6.060 4.350 -1.214  0.220
H18 3.651 -1.682 -5.163  0.168
H19 -5.931 3.941 0.509  0.210
H20 4.120 1.365 2.384  0.197
H21 -8.270 1.286 -1.549  0.205
H22 -3.454 0.368 1.662  0.523
H23 4.282 -5.333 -4.754  0.221
H24 2.923 2.039 4.581  0.257
H25 -7.454 0.215 1.202  0.189
H26 4.235 -0.399 0.059  0.231
H27 1.903 -0.929 2.055  0.180
H28 3.707 3.509 0.391  0.236
H29 -6.175 1.927 -1.800  0.167
H30 -0.087 -2.515 4.102  0.185
H31 -7.425 3.621 -0.368  0.211
H32 5.381 -3.940 -4.782  0.216
H33 2.526 0.195 -0.035  0.201
H34 4.112 -2.691 0.704  0.218
H35 3.644 -1.065 2.627  0.200
H36 2.288 2.355 0.144  0.198
H37 4.957 1.586 0.820  0.234
H38 2.366 -2.567 0.181  0.209
H39 -9.267 0.312 -0.468  0.224
H40 1.479 3.999 1.660  0.233
H41 2.706 -4.086 -3.274  0.158

(3)
The ion C4H8F2NO with charge +1 at a distorted geometry, computed with the ωB97M-V functional and the def2-TZVPD basis.

## Properties
2S+1 ... 1
SMILES string ... CC(F)(F)[N@@+]1(C)CO1
Charge ... +1
DFT total energy ... -13239.9034 eV
Orbital gap ... 14.3 eV
ΔE to the lowest compared entry with this formula, charge and spin ... 0.000 eV
LUMO level ... -3.2880 eV

Last column: natural (NBO) charge in e.
Atoms and positions in Å:
F1 -0.094 0.204 2.096  -0.257
F2 -1.798 0.946 0.736  -0.392
O1 -0.676 -1.784 0.589  -0.228
N1 -0.225 -0.631 -0.013  -0.010
C1 0.571 1.732 0.419  -0.716
C2 -0.642 -0.418 -1.396  -0.448
C3 -0.247 0.571 0.855  0.864
C4 0.666 -1.704 0.304  0.108
H1 0.281 2.594 1.022  0.298
H2 1.347 -1.587 1.145  0.236
H3 1.030 -2.301 -0.530  0.230
H4 -0.965 -1.372 -1.814  0.267
H5 -1.488 0.269 -1.424  0.281
H6 0.422 1.977 -0.627  0.260
H7 0.189 -0.025 -1.976  0.246
H8 1.627 1.529 0.615  0.262

(4)
A structure of composition C24H18N6O6PdS at a distorted geometry, computed with the ωB97M-V functional and the def2-TZVPD basis.

## Properties
2S+1 ... 1
Charge ... -2
DFT total energy ... -60723.1226 eV
Orbital gap ... 4.7 eV
ΔE to the lowest compared entry with this formula, charge and spin ... 1.043 eV
LUMO level ... 3.6724 eV

Last column: natural (NBO) charge in e.
Atoms and positions in Å:
Pd1 -0.142 -0.012 -0.219  0.407
S1 -1.843 -4.413 1.337  0.378
O1 6.477 -3.279 0.756  -0.769
O2 2.443 3.642 -1.611  -0.680
O3 0.505 -3.461 -1.696  -0.717
O4 2.462 0.094 -3.491  -0.754
O5 5.058 -5.007 0.586  -0.764
O6 0.547 -1.280 -2.178  -0.817
N1 2.048 -1.016 0.195  -0.494
N2 1.467 1.626 -2.034  -0.636
N3 -4.132 -0.320 1.040  -0.551
N4 -2.578 0.130 -0.516  -0.418
N5 -1.011 -2.098 0.668  -0.425
N6 -0.658 1.543 1.357  -0.506
C1 0.935 -2.317 -1.558  0.752
C2 -2.993 -0.747 0.377  0.370
C3 -3.006 -3.169 1.058  -0.438
C4 1.949 1.373 -3.368  0.113
C5 -4.408 0.938 0.584  0.167
C6 -5.372 1.867 0.934  -0.261
C7 1.363 2.151 2.482  -0.341
C8 4.179 -2.814 0.403  -0.080
C9 -0.142 2.042 0.212  -0.046
C10 1.793 2.669 -1.246  0.660
C11 2.102 -2.104 -0.577  0.062
C12 -2.371 -2.006 0.687  0.061
C13 -3.433 1.197 -0.415  0.097
C14 3.027 -0.817 1.068  0.021
C15 0.130 1.527 2.430  0.024
C16 1.206 2.488 0.120  -0.158
C17 -4.442 3.326 -0.763  -0.242
C18 5.371 -3.811 0.593  0.745
C19 -0.586 -3.262 0.972  -0.046
C20 -3.472 2.402 -1.110  -0.196
C21 1.925 2.616 1.292  -0.186
C22 3.142 -3.023 -0.496  -0.188
C23 4.100 -1.678 1.203  -0.252
C24 -5.367 3.071 0.246  -0.231
H1 0.980 0.808 -1.585  0.412
H2 -0.865 2.375 -0.539  0.190
H3 1.817 -0.526 -3.054  0.510
H4 -6.099 3.825 0.504  0.198
H5 -0.278 1.026 3.302  0.171
H6 1.107 1.526 -4.078  0.124
H7 4.877 -1.491 1.928  0.217
H8 3.130 -3.894 -1.134  0.228
H9 2.751 2.088 -3.597  0.176
H10 -4.474 4.277 -1.278  0.203
H11 0.443 -3.560 1.024  0.254
H12 -6.089 1.673 1.722  0.197
H13 -4.057 -3.373 1.119  0.224
H14 2.945 0.075 1.684  0.187
H15 -4.535 -0.781 1.837  0.409
H16 2.922 3.030 1.280  0.213
H17 -2.746 2.619 -1.879  0.230
H18 1.896 2.236 3.417  0.198

(5)
A structure of composition C39H42N2O2P4Se2Zn, computed with the ωB97M-V functional and the def2-TZVPD basis.

## Properties
2S+1 ... 1
Charge ... +2
DFT total energy ... -264458.5471 eV
Orbital gap ... 7.6 eV
ΔE to the lowest compared entry with this formula, charge and spin ... 0.000 eV
LUMO level ... -4.5660 eV

Last column: Mulliken charge in e.
Atoms and positions in Å:
Se1 -0.489 -2.068 -1.917  -0.494
Se2 2.177 -1.609 0.378  -0.668
Zn1 -0.244 -0.839 0.164  -0.044
P1 -1.326 -0.340 2.156  2.153
P2 0.472 2.152 -1.297  0.768
P3 -3.981 -1.422 3.901  -0.446
P4 1.579 -2.629 -1.452  0.251
O1 0.206 1.115 -0.249  -0.453
O2 1.079 3.462 -0.929  -0.967
N1 2.832 1.048 -1.755  0.029
N2 -1.493 3.931 -1.477  -0.101
C1 0.851 1.142 2.962  -0.241
C2 1.997 1.389 3.701  -0.817
C3 2.991 -1.510 -5.126  -0.758
C4 -2.542 0.578 5.393  0.415
C5 -5.077 -0.526 2.731  0.489
C6 -6.488 -0.693 0.770  -0.746
C7 -3.488 1.567 7.371  -0.658
C8 -2.789 3.506 2.285  -0.966
C9 -3.750 2.381 0.382  -1.104
C10 2.370 0.522 4.720  -0.770
C11 2.654 -2.082 -2.809  0.783
C12 0.443 -0.843 4.270  -0.590
C13 -6.488 1.320 2.077  -0.684
C14 4.853 -1.481 -3.599  -0.617
C15 4.015 -1.882 -2.567  -0.706
C16 -6.956 0.596 0.990  -0.506
C17 2.060 -7.163 -1.281  -0.480
C18 -5.569 -1.253 1.643  -0.403
C19 -3.037 1.236 0.708  -0.594
C20 1.565 1.324 -2.516  -0.128
C21 4.340 -1.291 -4.878  -0.506
C22 -2.103 2.347 2.627  -0.539
C23 -4.715 -0.097 6.144  -0.376
C24 -2.220 1.209 1.839  1.656
C25 -4.628 0.789 7.205  -0.592
C26 -2.442 1.451 6.469  -0.822
C27 1.595 -0.594 5.001  -0.886
C28 -5.549 0.767 2.938  -0.094
C29 -2.433 -1.605 2.874  -0.773
C30 0.061 0.028 3.252  0.902
C31 2.535 -6.391 -0.232  -0.715
C32 1.267 -5.190 -2.395  -0.411
C33 -3.618 3.524 1.171  -0.730
C34 1.424 -6.562 -2.363  -0.768
C35 2.382 -5.012 -0.257  -0.449
C36 -1.104 2.633 -2.140  -0.803
C37 2.149 -1.905 -4.095  -0.244
C38 -3.680 -0.197 5.209  -0.107
C39 1.748 -4.412 -1.340  0.971
H1 -1.539 2.036 6.604  0.467
H2 4.421 -2.042 -1.575  0.439
H3 4.997 -0.989 -5.683  0.445
H4 -3.411 2.246 8.211  0.403
H5 -5.444 0.860 7.913  0.424
H6 -2.065 3.742 -0.648  -0.042
H7 3.026 -6.861 0.609  0.430
H8 -0.959 2.813 -3.203  0.544
H9 3.264 0.718 5.299  0.460
H10 -6.866 2.318 2.267  0.439
H11 2.751 -4.411 0.564  0.317
H12 0.576 1.816 2.158  0.265
H13 -7.703 1.023 0.331  0.448
H14 -2.814 -2.150 2.005  0.490
H15 -1.704 0.503 4.711  0.323
H16 3.163 1.899 -1.293  0.467
H17 1.155 0.361 -2.823  -0.199
H18 -0.154 -1.712 4.518  0.344
H19 -1.787 -2.336 3.367  0.897
H20 5.909 -1.335 -3.410  0.444
H21 -2.693 4.388 2.906  0.519
H22 1.807 1.940 -3.379  0.588
H23 -5.266 -2.286 1.499  0.472
H24 1.094 -2.057 -4.295  0.483
H25 -1.907 1.916 -1.993  0.268
H26 2.595 -1.377 -6.125  0.446
H27 1.881 -1.270 5.796  0.492
H28 -2.018 4.548 -2.089  0.419
H29 -4.434 2.367 -0.458  0.259
H30 3.564 0.694 -2.372  0.322
H31 1.050 -7.168 -3.178  0.416
H32 -4.191 4.414 0.938  0.460
H33 2.667 0.327 -1.017  -0.306
H34 -0.601 4.377 -1.164  0.429
H35 -1.470 2.343 3.506  0.421
H36 2.181 -8.238 -1.257  0.406
H37 -6.870 -1.278 -0.059  0.457
H38 0.758 -4.730 -3.235  0.369
H39 2.598 2.263 3.484  0.480
H40 -5.199 1.342 3.786  0.378
H41 -5.599 -0.718 6.043  0.406
H42 -3.150 0.348 0.093  0.347

(6)
A structure of composition C4H5N3S at a distorted geometry, computed with the ωB97M-V functional and the def2-TZVPD basis.

## Properties
2S+1 ... 1
DFT total energy ... -19529.3630 eV
Orbital gap ... 9.8 eV
ΔE to the lowest compared entry with this formula, charge and spin ... 5.518 eV
LUMO level ... 0.1389 eV

Last column: natural (NBO) charge in e.
Atoms and positions in Å:
S1 3.539 0.339 0.180  0.763
N1 2.064 0.832 0.736  -0.631
N2 1.726 -0.696 -0.933  -0.287
N3 2.992 -0.779 -0.912  -0.335
C1 -1.375 -0.900 0.761  -0.723
C2 -1.495 1.121 -0.854  -0.492
C3 1.261 0.192 -0.051  0.293
C4 -0.999 0.263 0.033  0.233
H1 -1.411 -0.651 1.770  0.236
H2 -2.363 -1.192 0.608  0.231
H3 -2.502 1.335 -0.700  0.219
H4 -0.741 1.777 -1.319  0.244
H5 -0.695 -1.640 0.681  0.249

(7)
The molecule C6H10O at a distorted geometry, computed with the ωB97M-V functional and the def2-TZVPD basis.

## Properties
2S+1 ... 1
SMILES string ... C1=CCOCCC1
DFT total energy ... -8430.2499 eV
Orbital gap ... 10.3 eV
ΔE to the lowest compared entry with this formula, charge and spin ... 0.990 eV
LUMO level ... 1.0566 eV

Last column: natural (NBO) charge in e.
Atoms and positions in Å:
O1 0.687 -1.292 -0.640  -0.542
C1 1.498 0.942 0.109  -0.221
C2 1.605 -0.568 0.172  -0.107
C3 -1.320 -0.230 0.384  -0.430
C4 0.372 1.606 -0.145  -0.177
C5 -0.659 -1.491 -0.114  -0.062
C6 -0.945 0.950 -0.522  -0.457
H1 -1.196 -1.805 -1.016  0.185
H2 1.444 -0.872 1.212  0.173
H3 -0.849 -2.274 0.662  0.173
H4 -1.736 1.702 -0.515  0.213
H5 -1.117 0.017 1.438  0.205
H6 -0.845 0.567 -1.547  0.224
H7 0.378 2.695 -0.081  0.205
H8 2.641 -0.860 -0.075  0.195
H9 -2.362 -0.591 0.323  0.216
H10 2.404 1.506 0.356  0.207

(8)
A structure of composition C31H40N5O2SZr at a distorted geometry, computed with the ωB97M-V functional and the def2-TZVPD basis.

## Properties
2S+1 ... 2
DFT total energy ... -56456.9390 eV
Orbital gap (spin up / spin down) ... 4.8 / 7.2 eV
ΔE to the lowest compared entry with this formula, charge and spin ... 0.823 eV
LUMO level (spin up / spin down) ... 0.4135 / 0.4204 eV

Last column: Mulliken spin population.
Atoms and positions in Å:
Zr1 -0.064 -0.351 0.285  0.711
S1 0.309 -2.900 1.018  -0.045
O1 2.854 -0.672 1.029  0.039
O2 0.202 -0.320 2.281  -0.047
N1 0.010 -1.327 3.126  0.030
N2 -1.045 -1.488 -1.310  -0.010
N3 -0.304 1.835 0.574  0.079
N4 -2.139 -0.011 0.849  0.047
N5 1.088 -0.043 -1.561  -0.007
C1 -4.226 3.991 0.835  0.003
C2 -2.180 -2.378 -1.075  0.012
C3 1.884 2.138 -2.480  0.000
C4 -1.383 -1.668 -3.688  0.010
C5 -1.533 2.259 0.844  -0.011
C6 -2.979 4.301 1.353  0.000
C7 2.223 0.865 -1.675  0.063
C8 1.404 -1.595 -4.962  -0.006
C9 -4.613 2.748 0.363  0.001
C10 -1.815 3.555 1.331  0.006
C11 -2.591 1.227 0.708  0.042
C12 2.984 1.237 2.578  0.014
C13 0.742 -0.740 -2.647  0.011
C14 3.399 -0.185 2.256  0.008
C15 0.075 -2.625 2.686  0.048
C16 0.225 -1.964 -5.576  0.015
C17 -0.242 -3.359 4.972  0.044
C18 0.572 2.833 -2.101  0.007
C19 -0.282 -2.016 5.373  -0.007
C20 0.750 2.841 0.463  -0.003
C21 -3.924 1.545 0.380  -0.008
C22 -3.098 -1.100 0.897  -0.009
C23 -0.146 -1.032 4.440  0.022
C24 0.627 3.678 -0.825  0.003
C25 -0.055 -3.642 3.637  -0.016
C26 3.511 -1.908 0.723  -0.013
C27 -3.401 -1.666 -0.498  -0.012
C28 -0.601 -1.356 -2.551  -0.004
C29 1.604 -0.991 -3.726  0.008
C30 -1.039 -1.906 -5.002  -0.004
C31 3.326 -2.334 -0.716  0.016
H1 0.781 3.511 1.328  0.009
H2 -1.871 -2.135 -5.660  -0.001
H3 2.306 -1.730 -5.549  0.000
H4 3.489 1.949 1.924  0.004
H5 4.492 -0.217 2.175  0.000
H6 3.778 -1.609 -1.392  0.000
H7 -2.876 5.291 1.785  0.000
H8 -4.225 -2.380 -0.428  0.000
H9 -5.627 2.685 -0.016  0.000
H10 4.583 -1.777 0.913  0.003
H11 -0.958 4.080 1.734  0.001
H12 -4.523 0.702 0.061  -0.001
H13 -0.212 2.083 -1.995  0.011
H14 -0.356 -4.156 5.693  0.006
H15 3.270 1.458 3.608  0.001
H16 0.279 3.484 -2.928  0.000
H17 3.144 -2.685 1.400  0.003
H18 -0.007 -4.658 3.273  0.000
H19 1.819 1.852 -3.533  0.000
H20 -2.444 -1.739 -3.487  0.003
H21 3.089 0.399 -2.154  -0.004
H22 -0.405 -1.745 6.411  0.000
H23 1.469 4.375 -0.879  -0.001
H24 -4.026 -0.786 1.388  0.005
H25 2.717 2.840 -2.384  -0.001
H26 0.288 -2.309 -6.601  0.002
H27 -4.971 4.777 0.826  0.000
H28 -0.159 0.024 4.663  0.006
H29 1.700 2.321 0.466  -0.018
H30 1.910 1.354 2.480  -0.001
H31 2.633 -0.700 -3.562  0.004
H32 2.551 1.105 -0.670  -0.036
H33 3.815 -3.298 -0.862  -0.001
H34 -2.454 -2.924 -1.978  0.001
H35 -3.703 -0.855 -1.165  0.000
H36 3.111 -0.867 3.068  -0.001
H37 -1.856 -3.122 -0.346  -0.004
H38 -2.659 -1.896 1.506  -0.027
H39 2.273 -2.444 -0.958  -0.006
H40 -0.289 4.268 -0.761  0.001